Record 1
This record from OMol25 describes the ion C7H15N2O with charge +1 at a distorted geometry. The level of theory is ωB97M-V/def2-TZVPD.

The value obtained for the total energy is -460.10374 Eh. For the lowest unoccupied orbital energy, the calculation gives -0.154 Eh. Its energy above the lowest of the compared OMol25 structures with the same formula, charge and spin is 444.2 kJ/mol. Its SMILES is CCCC(O)=[N+]=CCNC.

ORCA input file:
```
! wB97M-V def2-TZVPD RIJCOSX def2/J DEFGRID3
* xyz 1 1
C 0.02 0.15 -1.82
C -1.18 -0.63 -2.47
C 1.45 -0.79 0.03
C 1.70 0.46 3.68
C -3.33 0.52 -2.59
C 1.27 -0.69 1.55
C 2.27 0.27 2.25
N 0.58 -0.43 -0.84
N -2.22 -0.11 -3.26
O 2.59 -1.24 -0.35
H 0.17 1.11 -2.25
H -0.62 -1.58 -2.85
H -1.75 -1.21 -1.70
H 1.51 -0.61 4.09
H 0.88 1.10 3.48
H 2.55 0.92 4.33
H -3.98 0.85 -3.26
H -3.84 -0.20 -2.05
H -2.80 1.30 -1.97
H 0.16 -0.49 1.80
H 1.34 -1.64 1.94
H 3.25 -0.11 2.48
H 2.33 1.35 1.93
H -2.20 0.05 -4.24
H 3.04 -1.10 -1.18
*
```


Record 2
This record from OMol25 describes the ion C7H15N2O with charge +1 at a distorted geometry. The level of theory is ωB97M-V/def2-TZVPD.

The value obtained for the total energy is -460.11112 Eh. For the lowest unoccupied orbital energy, the calculation gives -0.114 Eh. Its energy above the lowest of the compared OMol25 structures with the same formula, charge and spin is 424.9 kJ/mol. Its SMILES is [H]/N=C/[C@@H]1[N@H+](C)[C@@]1(O)CCC.

ORCA input file:
```
! wB97M-V def2-TZVPD RIJCOSX def2/J DEFGRID3
* xyz 1 1
C -1.06 2.09 1.31
C -0.26 0.75 1.13
C 0.18 0.02 -0.21
C -1.00 -2.50 -1.65
C 1.79 1.98 -0.01
C 0.50 -1.47 -0.07
C -0.73 -2.32 -0.18
N -1.27 2.49 2.51
N 1.10 0.89 0.61
O -0.08 0.54 -1.40
H -1.53 2.65 0.53
H -0.30 0.14 1.95
H -1.79 -3.36 -1.86
H -0.11 -2.76 -2.11
H -1.38 -1.68 -2.24
H 2.29 2.56 0.71
H 2.59 1.69 -0.74
H 0.97 2.50 -0.61
H 1.28 -1.71 -0.90
H 0.87 -1.66 0.93
H -0.63 -3.21 0.29
H -1.61 -1.69 0.30
H -1.61 3.50 2.55
H 1.79 0.56 1.33
H 0.00 -0.02 -2.18
*
```


Record 3
This record from OMol25 describes the ion C7H15N2O with charge +1. The level of theory is ωB97M-V/def2-TZVPD.

The value obtained for the total energy is -460.27294 Eh. For the lowest unoccupied orbital energy, the calculation gives -0.095 Eh. Its energy above the lowest of the compared OMol25 structures with the same formula, charge and spin is 0.0 kJ/mol. Its SMILES is NC(=O)CC[NH+]1CCCC1.

ORCA input file:
```
! wB97M-V def2-TZVPD RIJCOSX def2/J DEFGRID3
* xyz 1 1
N 3.46 0.03 -0.16
C 2.30 0.50 0.33
O 1.81 0.14 1.39
C 1.56 1.55 -0.48
C 0.36 0.91 -1.16
N -0.48 0.21 -0.12
C -0.48 -1.29 -0.13
C -1.57 -1.68 0.86
C -2.42 -0.38 1.03
C -1.96 0.50 -0.11
H 3.81 -0.81 0.27
H 3.66 0.12 -1.14
H 2.19 2.07 -1.20
H 1.19 2.29 0.23
H -0.27 1.66 -1.64
H 0.62 0.16 -1.90
H -0.11 0.47 0.80
H -0.74 -1.57 -1.15
H 0.52 -1.66 0.09
H -1.17 -1.99 1.82
H -2.15 -2.51 0.46
H -3.49 -0.55 1.02
H -2.16 0.09 1.98
H -2.15 1.57 -0.01
H -2.34 0.16 -1.07
*
```


Record 4
This record from OMol25 describes a cluster of 2 separate species, C7H15N2O3S in total at a distorted geometry. The level of theory is ωB97M-V/def2-TZVPD.

The value obtained for the total energy is -1008.76197 Eh. For the lowest unoccupied orbital energy (spin up / spin down), the calculation gives -0.146 / -0.146 Eh. Its energy above the lowest of the compared OMol25 structures with the same formula, charge and spin is 188.8 kJ/mol.

ORCA input file:
```
! wB97M-V def2-TZVPD RIJCOSX def2/J DEFGRID3
* xyz 1 1
C -1.81 -0.40 1.35
C -0.08 0.70 -1.89
C -0.03 -0.34 3.82
C -1.74 2.53 -2.16
C -0.47 -1.52 2.91
C 1.92 -0.91 -2.19
C 1.26 0.30 -2.30
N 1.85 1.30 -3.05
N -0.75 -1.07 1.57
O -0.77 0.11 -1.10
O 1.73 -2.13 1.17
O -0.51 1.86 -2.43
S 0.52 -1.17 0.40
H -2.02 0.14 0.34
H -2.59 -0.31 2.05
H 0.96 -0.05 3.39
H -0.76 0.48 3.91
H 0.17 -0.83 4.67
H -1.40 3.53 -1.99
H -2.37 1.98 -1.41
H -2.31 2.55 -3.00
H -1.31 -1.96 3.26
H 0.27 -2.30 3.02
H 1.67 -1.80 -1.61
H 2.97 -0.93 -2.49
H 1.82 -2.99 0.65
H 2.56 1.18 -3.68
H 1.23 2.04 -3.23
*
```


Record 5
This record from OMol25 describes the ion C7H15N2S with charge +1 at a distorted geometry. The level of theory is ωB97M-V/def2-TZVPD.

The value obtained for the total energy is -783.06528 Eh. For the lowest unoccupied orbital energy, the calculation gives -0.087 Eh. Its energy above the lowest of the compared OMol25 structures with the same formula, charge and spin is 361.5 kJ/mol. Its SMILES is CS[C@H]1[C@@H]2N(C)CC[N@@+]21C.

ORCA input file:
```
! wB97M-V def2-TZVPD RIJCOSX def2/J DEFGRID3
* xyz 1 1
C 1.73 0.09 0.92
C 1.06 1.26 0.20
C 0.20 -0.78 -0.61
C -0.96 -0.21 0.18
C 2.16 -2.26 0.26
C -0.70 1.56 -1.54
C -3.24 -1.56 0.97
N 1.45 -0.95 0.03
N -0.04 0.67 -0.56
S -2.60 -0.58 -0.40
H 2.77 0.17 0.81
H 1.34 -0.08 1.94
H 0.83 2.15 0.85
H 1.87 1.50 -0.52
H -0.08 -1.36 -1.49
H -0.66 -0.31 1.27
H 2.38 -2.65 -0.69
H 3.09 -2.21 0.91
H 1.54 -3.02 0.64
H -1.48 2.11 -1.05
H -0.13 2.02 -2.32
H -1.37 0.91 -2.04
H -4.00 -2.11 0.46
H -3.65 -1.12 1.94
H -2.48 -2.31 1.25
*
```


Record 6
This record from OMol25 describes a cluster of 2 separate species, C7H15N3O2 in total at a distorted geometry. The level of theory is ωB97M-V/def2-TZVPD.

The value obtained for the total energy is -590.40187 Eh. For the lowest unoccupied orbital energy, the calculation gives -0.047 Eh. Its energy above the lowest of the compared OMol25 structures with the same formula, charge and spin is 139.8 kJ/mol.

ORCA input file:
```
! wB97M-V def2-TZVPD RIJCOSX def2/J DEFGRID3
* xyz 0 1
C 1.28 1.14 -0.98
C 0.15 0.18 -0.95
C 0.38 -1.21 -1.50
C -0.81 -2.05 -1.03
N -2.06 -1.44 -1.60
C -2.14 -0.06 -1.36
N -3.25 0.39 -0.76
N -1.12 0.72 -1.69
H 1.79 1.27 -1.93
H 0.93 2.12 -0.65
H 1.97 0.83 -0.19
H -0.15 0.08 0.09
H 0.32 -1.20 -2.59
H 1.33 -1.63 -1.18
H -0.76 -3.08 -1.34
H -0.89 -2.02 0.05
H -2.06 -1.59 -2.60
H -3.65 -0.16 -0.02
H -3.66 1.27 -1.00
H -1.29 1.66 -1.36
C 2.08 0.51 3.85
C 1.77 0.92 2.40
O 0.56 1.12 2.11
O 2.75 1.02 1.63
H 1.18 0.45 4.45
H 2.58 -0.46 3.85
H 2.76 1.24 4.30
*
```